# 1
{
  "formula": "C11H27BrInNbO",
  "method": "the ωB97M-V functional and the def2-TZVPD basis",
  "species": ["H", "C", "H", "H", "H", "H", "H", "H", "C", "H", "C", "C", "H", "H", "H", "H", "C", "H", "C", "C", "C", "In", "H", "H", "C", "H", "H", "C", "Br", "H", "O", "H", "C", "H", "H", "H", "H", "Nb", "H", "H", "H", "H"],
  "positions_angstrom": [[-3.017401, 0.770269, -1.193509], [-1.750407, 2.665212, -0.106583], [-2.340553, 2.880845, -1.023003], [1.836877, -2.080407, 2.609767], [4.597638, -0.800854, -1.498443], [-0.075339, 0.238213, 0.558589], [0.801787, 2.215592, 1.159424], [-0.443174, -1.039327, 2.859538], [0.586409, 2.843935, 0.259774], [-1.712610, 3.610536, 0.476967], [-3.260771, 0.544137, -0.128871], [-2.813701, -0.960254, 0.114596], [-1.767232, 1.082787, 1.484756], [1.530738, 2.870856, -0.328359], [1.624010, 0.385032, 2.436380], [3.786038, 0.571371, -2.414290], [3.140599, 0.339152, -0.294991], [-1.496126, -3.507034, -1.034819], [2.531274, -1.075955, 0.010279], [-0.333021, -2.743971, 0.664535], [-2.458578, 1.559406, 0.745991], [0.014481, -0.628591, -2.285193], [2.300955, 0.985080, -0.630505], [-3.752286, -1.552080, 0.073627], [-0.901868, -2.593774, -0.804900], [-2.466708, -1.492780, -1.958422], [0.404097, -3.596607, 0.656811], [-1.840715, -1.309266, -1.049967], [4.032561, 1.108284, 1.286973], [2.187574, -1.492913, -0.963194], [-0.442460, 2.277498, -0.542683], [-4.357214, 0.615508, 0.002228], [4.237864, 0.243100, -1.462834], [5.081546, 0.892026, -1.180217], [-2.386796, -1.079498, 1.128053], [-1.178484, -3.089554, 1.298511], [0.391380, 3.884353, 0.579746], [0.832644, -1.000125, 1.530091], [-0.066539, -2.592636, -1.610529], [-1.207982, -0.371251, -1.263584], [3.356441, -1.681725, 0.470395], [-3.204948, 2.105410, 1.367863]],
  "atomic_forces_ev_per_a": [[-0.6, -0.1, 0.6], [-0.7, -0.1, 0.4], [0.3, -0.2, 0.6], [0.0, 0.7, 1.2], [-0.1, 0.6, -0.3], [0.1, 0.1, -0.6], [-0.3, 0.3, -0.2], [-0.1, -1.2, -0.3], [1.0, -0.1, -0.1], [0.2, -0.6, -0.4], [0.9, -0.7, 0.2], [-0.7, 1.1, -0.6], [-0.3, 0.2, -0.6], [-0.7, 0.0, 0.2], [0.7, -0.4, 0.4], [0.2, -0.3, 0.4], [-0.4, -0.5, -0.4], [0.3, 0.6, 0.1], [1.3, 1.4, -1.2], [-1.7, -0.7, -0.6], [-1.0, 1.0, -0.2], [4.6, 1.3, -4.3], [0.9, 0.0, 0.4], [0.9, -0.2, -0.1], [0.0, 0.9, 0.0], [0.5, 0.2, 0.4], [0.2, 1.0, 0.4], [-1.2, -1.9, 1.4], [-1.0, -0.3, -0.5], [0.2, -0.1, 0.7], [0.1, 0.4, 0.2], [0.7, 0.2, 0.0], [-0.3, -0.2, 0.9], [-0.4, -0.3, -0.5], [0.0, 0.0, -0.6], [0.6, 0.3, -0.3], [-0.2, -0.6, -0.1], [0.9, -0.5, -1.3], [-0.8, -0.9, 1.4], [-3.8, -0.1, 3.1], [-1.0, -0.2, 0.2], [0.5, -0.4, -0.2]],
  "lowdin_charge": [0.11, -0.19, 0.14, -0.01, 0.09, -0.01, 0.05, 0.03, -0.12, 0.13, -0.16, -0.16, 0.09, 0.09, -0.01, 0.09, -0.80, 0.15, -0.33, -0.26, -0.15, 1.08, 0.03, 0.14, -0.28, 0.15, 0.10, -0.35, 0.79, 0.01, -0.28, 0.13, -0.08, 0.07, 0.08, 0.07, 0.11, 1.36, 0.02, -0.14, 0.10, 0.13],
  "homo_energy_ev": -16.09,
  "spin_multiplicity": 1,
  "orbital_gap_ha": 0.153,
  "charge": 2
}



# 2
{
  "formula": "C11H28BNO2SSn",
  "method": "the ωB97M-V functional and the def2-TZVPD basis",
  "species": ["H", "H", "H", "C", "H", "H", "H", "B", "H", "S", "N", "H", "H", "H", "H", "H", "H", "H", "H", "Sn", "H", "H", "C", "C", "H", "C", "H", "C", "C", "H", "C", "C", "O", "H", "C", "H", "H", "H", "O", "H", "H", "C", "H", "C", "H"],
  "positions_angstrom": [[1.585344, 3.263398, 0.090450], [3.676471, 0.438159, 1.094050], [2.649648, -2.335568, -1.096372], [3.481661, -0.416495, 1.741906], [3.551704, -3.419057, 1.864590], [-0.787933, -0.698595, 2.142502], [-4.179120, 4.739349, -4.106697], [0.840072, 3.729222, -0.535503], [-4.838916, 4.856627, -0.689619], [-4.803587, 3.053254, -2.296414], [1.283602, -1.059342, 0.876396], [-0.549303, -3.760361, 1.517629], [1.960138, -4.452396, 0.898560], [1.055938, 4.783485, -0.614002], [4.024114, -1.122984, -0.661135], [4.056345, -2.774681, -0.303744], [4.471466, -0.803053, 1.984685], [1.626261, -4.631827, 2.617394], [0.702793, -3.339871, -0.817703], [-1.418884, 1.585087, -1.424420], [3.036134, -0.162274, 2.703662], [0.012481, -2.809349, 2.746221], [0.142381, -2.023500, 0.753071], [1.623182, -3.922691, 1.789615], [2.678420, -2.665797, 3.022729], [-5.054465, 4.267035, -3.660831], [-5.854933, 4.930831, -3.334143], [-1.101319, -1.344385, 1.322237], [-0.076350, -2.588050, -0.692000], [-3.465259, 3.648658, -0.178796], [2.670794, -1.524076, 0.988624], [-4.063078, 4.136220, -0.948859], [-3.745327, 2.104254, -2.804259], [-1.099326, -2.952859, -0.784408], [0.315024, -3.139099, 1.752320], [0.121272, -1.797002, -1.415401], [-5.632266, 3.766709, -4.437950], [-0.099594, 3.663700, -0.009213], [1.090551, 0.185390, 0.228137], [0.786267, 3.290505, -1.519825], [-3.291558, 4.701614, -1.471523], [3.360807, -1.938227, -0.372180], [-1.938118, -2.014694, 1.518595], [2.645223, -2.819005, 1.944065], [-1.448759, -0.628263, 0.577559]],
  "atomic_forces_ev_per_a": [[2.6, -2.2, 2.1], [-0.5, 0.2, 0.2], [-0.1, 0.9, -0.3], [0.3, -0.9, -0.7], [0.8, 0.8, -0.6], [-0.3, -0.4, 0.4], [0.0, 0.0, 0.5], [0.1, -0.3, 0.2], [0.0, -0.4, 0.6], [0.0, 0.5, 0.1], [-1.2, 2.3, -2.1], [0.0, -0.6, -0.1], [-1.0, -0.3, -0.4], [0.5, 4.0, -0.7], [-0.6, 0.2, -0.8], [0.0, -0.2, 0.8], [0.1, -0.3, -0.1], [0.2, 0.1, 0.0], [-0.4, -0.4, -0.3], [2.0, 0.5, 1.0], [-0.3, 0.2, -0.3], [0.7, 0.3, 0.2], [0.3, 0.5, 0.5], [-0.7, 1.6, -0.9], [-0.3, 1.3, 0.1], [-0.9, -0.3, 0.5], [0.5, 0.7, 0.5], [0.1, 1.5, -1.3], [0.9, 0.9, 1.2], [-1.0, -0.5, 0.3], [0.3, -1.5, 1.3], [0.5, 0.5, -2.2], [0.8, 0.1, 0.5], [0.2, -0.3, -0.1], [-1.0, -2.1, -0.3], [-0.2, 0.1, -0.1], [0.5, -0.7, -0.1], [-4.5, -0.5, 2.4], [-0.3, -2.9, 1.1], [-0.2, -2.2, -4.6], [0.1, 0.3, -0.2], [0.1, 0.0, 0.8], [0.3, -0.1, 0.2], [1.6, -0.7, 1.0], [-0.3, 0.2, -0.2]],
  "nbo_charge": [0.02, 0.24, 0.22, -0.60, 0.21, 0.24, 0.25, -0.82, 0.24, 1.22, -0.09, 0.20, 0.20, 0.02, 0.23, 0.21, 0.20, 0.22, 0.21, 1.01, 0.22, 0.21, 0.12, -0.41, 0.21, -0.82, 0.24, -0.59, -0.64, 0.26, 0.12, -0.81, -1.03, 0.21, -0.41, 0.23, 0.25, -0.02, -0.51, -0.03, 0.24, -0.64, 0.21, -0.41, 0.18],
  "homo_energy_ev": -6.02,
  "spin_multiplicity": 1,
  "orbital_gap_ha": 0.140
}



# 3
{
  "formula": "C11H28CdO16",
  "method": "the ωB97M-V functional and the def2-TZVPD basis",
  "species": ["H", "H", "O", "H", "O", "H", "C", "H", "Cd", "C", "H", "H", "C", "O", "O", "O", "O", "C", "H", "C", "C", "H", "H", "H", "O", "H", "H", "H", "H", "H", "H", "O", "H", "O", "C", "H", "H", "C", "O", "H", "O", "O", "O", "H", "H", "H", "H", "C", "O", "H", "O", "H", "C", "O", "C", "H"],
  "positions_angstrom": [[3.635347, -1.013585, 3.808351], [-1.824067, 3.702698, 1.192104], [2.176379, 2.999356, 1.780279], [1.075605, -1.774967, 2.674681], [2.620558, -2.242112, -3.695408], [-1.371569, 2.560833, 3.873176], [1.196631, -1.202594, 0.073842], [-0.696211, -3.866580, 0.577475], [4.093305, -0.621683, 1.327201], [1.439555, -1.644338, -3.964547], [2.825149, -3.325751, -1.968763], [-0.466516, -0.708696, -1.183034], [-2.052301, 2.880450, 1.881022], [0.575977, 0.834918, 3.288069], [-1.202676, 5.135177, -1.795532], [-5.203221, 3.051714, 3.169820], [0.407624, -2.475504, -3.674206], [-4.045805, 3.097801, 2.932788], [0.824567, 0.486977, -1.306602], [0.302926, -0.180002, -0.615793], [-1.478992, 4.119202, -2.337949], [-1.149232, 4.224444, 3.353182], [-0.578571, 2.348532, -4.136724], [2.003310, 3.861746, 1.391462], [-1.569708, -3.471077, 0.480921], [0.506674, -4.499251, -3.322836], [1.291740, -2.768202, 3.816059], [0.775743, 0.470980, 2.418926], [0.544474, -1.991368, 0.478080], [-1.460349, 1.040298, -2.508426], [2.886144, -4.234760, -3.551372], [1.311325, -0.552924, -4.401717], [0.330979, 0.064667, 3.813489], [-1.676625, 2.927476, -1.711741], [2.404213, -3.463113, -2.960084], [0.531604, -3.403976, -1.866249], [1.744678, -1.677487, -0.766239], [-2.036432, 1.949036, -2.679365], [0.538437, -5.179093, 1.898904], [-1.502764, -2.868385, -0.264386], [-1.653530, 3.994732, -3.674103], [0.633487, -2.182016, 3.433656], [-3.444941, 2.571518, 1.844936], [-0.223845, 0.454923, 0.106497], [1.650751, 2.387902, 1.257025], [-1.471973, 2.033441, 1.530910], [-3.089359, 1.687384, -2.555492], [0.869360, -3.575528, -2.885978], [4.182314, -0.386892, 3.316459], [-2.208252, 2.271836, -4.857767], [2.044995, -0.800988, 1.095526], [1.232924, -4.728674, 1.409396], [-1.634955, 2.602808, -4.002425], [-3.133194, 3.670959, 3.772203], [-1.825771, 3.377643, 3.304331], [0.344065, -5.969903, 1.385992]],
  "atomic_forces_ev_per_a": [[0.0, 0.1, -0.3], [-0.4, -0.1, -0.2], [0.1, 0.0, -0.1], [0.2, 0.1, 0.0], [-0.2, 0.1, 0.4], [-0.2, 0.2, 0.3], [-0.1, -1.0, -1.1], [-0.1, -0.1, 0.3], [-1.1, 0.2, 0.7], [-0.1, -0.4, 0.1], [0.3, -0.3, 0.0], [0.0, 0.0, -0.1], [0.3, 1.2, -0.7], [-0.3, 0.2, 0.0], [0.0, 0.1, 0.3], [-0.5, 0.0, -0.2], [0.1, 0.1, 0.1], [0.5, 0.1, 0.5], [0.2, -0.1, 0.0], [-0.1, 0.6, 0.5], [-0.3, -0.1, -0.1], [-0.3, 0.3, 0.0], [-0.1, -0.1, -0.5], [0.0, 0.1, 0.0], [0.0, 0.0, -0.2], [-0.2, 0.0, 0.2], [-0.1, -0.1, 0.1], [0.3, -0.2, 0.0], [-0.1, 0.1, 0.0], [0.1, 0.1, 0.1], [0.0, -0.3, 0.3], [0.0, 0.3, -0.2], [0.0, -0.1, 0.0], [0.3, 0.4, -0.1], [-0.2, 0.6, -0.6], [-0.2, -0.3, 0.0], [0.1, -0.1, 0.3], [-0.2, -0.6, -0.1], [0.0, 0.1, -0.2], [-0.1, 0.1, 0.0], [-0.4, -0.1, -0.4], [0.0, 0.1, -0.1], [0.0, 0.1, 0.1], [0.0, -0.1, 0.0], [-0.1, -0.1, 0.1], [0.0, -0.3, 0.5], [-0.1, 0.3, -0.2], [0.5, 0.3, -0.3], [0.8, 0.0, 0.3], [-0.3, 0.6, -0.1], [0.0, 0.4, -0.4], [0.2, 0.0, 0.1], [1.1, -0.6, 1.2], [-0.1, 0.0, -0.4], [0.8, -1.4, 0.0], [0.0, -0.1, 0.1]],
  "nbo_charge": [0.46, 0.18, -0.93, 0.48, -0.49, 0.20, -0.04, 0.47, 1.62, 0.97, 0.18, 0.21, -0.09, -0.96, -0.57, -0.58, -0.49, 0.97, 0.21, -0.65, 0.97, 0.20, 0.19, 0.47, -0.92, 0.21, 0.47, 0.47, 0.15, 0.20, 0.20, -0.57, 0.49, -0.50, -0.10, 0.18, 0.11, -0.10, -0.92, 0.46, -0.49, -0.95, -0.49, 0.21, 0.46, 0.20, 0.19, -0.10, -1.23, 0.21, -1.04, 0.46, -0.10, -0.49, -0.10, 0.47],
  "homo_energy_ev": -10.46,
  "spin_multiplicity": 1,
  "orbital_gap_ha": 0.281
}



# 4
{
  "formula": "C11H28N2O11P3",
  "method": "the ωB97M-V functional and the def2-TZVPD basis",
  "species": ["C", "O", "C", "O", "P", "H", "C", "O", "O", "H", "H", "O", "H", "N", "H", "C", "C", "H", "H", "H", "H", "H", "H", "H", "C", "H", "H", "O", "C", "O", "H", "H", "H", "O", "N", "H", "H", "O", "H", "P", "H", "H", "C", "H", "H", "C", "H", "H", "P", "O", "H", "C", "H", "C", "O"],
  "positions_angstrom": [[-1.420955, 1.376920, 4.995651], [3.640098, 0.045095, -3.184758], [4.850111, -2.250759, -4.202543], [-2.665126, 1.415446, 2.803173], [3.592861, 0.086834, -4.712638], [4.683478, -3.329969, -4.219975], [-3.097794, -2.979574, -0.149025], [-1.831114, -1.292961, -1.927785], [-1.402178, 1.932412, 6.328251], [-2.962212, -3.318683, -1.177221], [5.216149, 1.943318, -3.551745], [-0.900109, 0.661237, -0.937394], [5.587208, -0.130411, -7.323361], [-3.880706, 2.417921, 6.966532], [5.745627, -2.039054, -4.789471], [-3.787284, 0.615744, 3.262526], [5.196124, 0.679987, -6.705527], [-1.356483, -0.493066, 4.147251], [0.512104, -0.883954, -1.161761], [-1.403708, -0.636034, -3.823281], [-0.310538, 1.316781, 4.665439], [-3.963416, -3.500739, 0.265928], [5.885633, 1.523637, -6.744047], [-2.591577, 0.362668, -2.959674], [-2.702328, 2.135100, 6.847472], [-3.587782, -1.336309, 4.462578], [-3.057975, -1.239505, -3.579870], [3.452186, 1.803038, -4.687800], [-3.349919, -0.214005, 4.571920], [-3.370763, -1.586891, -0.112368], [-4.633470, 1.369434, 3.517230], [-1.330442, 2.909680, 3.381646], [4.766159, 3.361463, -4.512348], [3.713761, -1.627214, -4.779170], [-1.899534, -0.076332, 4.945023], [1.049493, 0.572693, -0.288445], [-2.396587, -1.041868, 7.428710], [5.102553, 0.232458, -5.356553], [-2.221989, -3.235270, 0.449819], [-2.108985, -0.489359, -0.518210], [-4.023985, 0.166106, 5.437039], [0.820425, 0.616495, -2.048839], [-2.160779, 2.271904, 3.880315], [-4.155624, -0.115863, 2.455284], [-2.936767, 3.011222, 4.279281], [0.437253, 0.202997, -1.113076], [-1.294513, -2.395608, 5.907884], [3.849191, 2.966542, -3.042430], [-1.412692, -1.028564, 6.389288], [-1.242432, -1.033390, 0.619091], [4.227066, 0.995859, -7.097858], [4.375387, 2.544359, -3.900770], [4.997614, -1.941611, -3.166351], [-2.248115, -0.659229, -3.134224], [0.007399, -0.661129, 6.901186]],
  "atomic_forces_ev_per_a": [[1.6, 1.3, -1.3], [-1.5, -0.1, -0.6], [0.9, -0.1, -0.3], [-0.1, -0.1, 1.6], [6.8, 0.1, 6.6], [-0.3, 0.1, -0.2], [0.1, -0.6, -0.6], [-0.8, 0.6, 0.3], [-3.4, -0.4, 0.7], [0.1, 0.0, 0.1], [-0.2, 0.0, 0.0], [-3.5, 2.3, -0.1], [-0.1, 0.0, 0.0], [6.3, -1.8, -0.2], [0.0, 0.0, 0.1], [-0.2, 0.5, 0.2], [0.3, 0.1, -0.3], [-0.4, 0.3, 0.6], [-0.1, 0.2, 0.0], [0.0, 0.0, 0.0], [-1.8, 0.1, 1.1], [-0.1, 0.3, 0.0], [-0.1, 0.0, 0.0], [0.1, 0.0, -0.1], [-3.1, 1.5, -1.7], [0.5, 1.7, 0.0], [0.0, 0.1, 0.0], [-2.7, -0.7, -2.7], [-3.0, -0.5, 0.6], [-1.9, 3.2, 0.2], [1.2, -1.5, -0.2], [-1.4, -1.1, 0.9], [-0.1, -0.1, -0.1], [-3.0, 0.5, -1.9], [-0.5, 0.4, -1.1], [-0.2, 0.0, 0.0], [-0.2, 0.5, -1.0], [-0.7, -0.1, -0.6], [0.1, 0.3, -0.1], [6.8, -6.8, 0.7], [1.5, -0.7, -1.2], [-0.1, 0.1, 0.1], [0.6, 0.4, -1.0], [1.0, 1.3, 1.0], [0.8, -1.3, -0.2], [0.6, -0.6, -0.3], [-0.9, 1.1, -0.2], [-0.1, -0.2, 0.0], [6.0, -1.3, 2.9], [-1.1, 1.1, 0.6], [0.1, 0.1, -0.1], [0.6, 0.0, 0.2], [-0.1, 0.3, -0.1], [0.0, 0.0, -0.5], [-4.3, -0.4, -1.8]],
  "nbo_charge": [0.23, -0.91, -0.24, -0.51, 2.30, 0.19, -0.24, -0.80, -0.45, 0.20, 0.20, -0.79, 0.19, -0.31, 0.19, -0.09, -0.26, 0.49, 0.20, 0.20, 0.26, 0.19, 0.19, 0.18, 0.48, 0.25, 0.19, -0.79, -0.31, -0.79, 0.21, 0.25, 0.18, -0.77, -0.69, 0.19, 0.02, -0.80, 0.19, 2.33, 0.26, 0.20, -0.13, 0.25, 0.23, -0.23, 0.01, 0.19, 1.51, -0.95, 0.18, -0.23, 0.20, -0.26, -0.98],
  "homo_energy_ev": -11.24,
  "spin_multiplicity": 1,
  "orbital_gap_ha": 0.212,
  "charge": 1
}